Record 1
Formula: C8H16NOSi
Source: OMol25
Level of theory: ωB97M-V/def2-TZVPD

The total energy comes out at -19962.9316 eV. The max |F| is 6.50 eV/Å. Its charge is +1. The energy relative to the best compared isomer or geometry (same formula, charge and spin) is 40.9 kcal/mol. Its molar mass is 170.308 g/mol. The calculation puts the orbital gap at 11.0 eV. The calculation puts the LUMO energy at -3.12 eV.

Cartesian coordinates (Å):
Si  0.38  0.62  1.16
O  0.54  -0.35  -2.42
N  -0.36  1.62  -1.28
C  0.90  1.07  -0.62
C  -2.39  -0.48  0.99
C  2.26  -0.97  -0.82
C  -1.69  1.23  -0.69
C  1.21  -0.16  -1.42
C  1.42  -1.84  0.20
C  -1.49  0.68  0.69
C  1.30  -1.04  1.50
H  -3.51  -0.07  0.82
H  2.27  -0.90  1.94
H  0.56  -1.52  2.18
H  -2.38  -0.91  1.88
H  1.73  1.68  -0.73
H  0.74  1.84  2.05
H  2.84  -0.40  -0.17
H  -1.93  1.50  1.31
H  -2.09  0.31  -1.14
H  -0.35  1.09  -2.18
H  -2.27  -1.23  0.23
H  2.64  -1.74  -1.58
H  0.36  -1.98  -0.15
H  1.96  -2.85  0.38
H  -2.38  2.13  -0.73
H  -0.27  2.68  -1.39

Record 2
Formula: C8H16O
Source: OMol25
Level of theory: ωB97M-V/def2-TZVPD

The total energy comes out at -10597.7376 eV. The max |F| is 6.11 eV/Å. Its charge is 0. The energy relative to the best compared isomer or geometry (same formula, charge and spin) is 121.2 kcal/mol. Its molar mass is 128.215 g/mol. The calculation puts the orbital gap at 7.8 eV. The calculation puts the LUMO energy at 0.79 eV.

Cartesian coordinates (Å):
O  0.78  -3.12  -1.93
C  -0.20  -1.10  -0.08
C  -0.03  1.48  1.69
C  -0.73  1.26  0.37
C  -2.20  0.91  0.54
C  0.51  -0.10  -0.71
C  -0.56  2.44  -0.57
C  1.26  -2.43  -0.86
C  2.40  -2.72  -0.22
H  -0.10  0.61  2.34
H  0.49  2.69  -0.72
H  -2.75  1.77  0.96
H  1.49  0.21  -0.36
H  -2.35  0.09  1.25
H  -1.01  2.24  -1.55
H  2.99  -3.61  -0.45
H  0.28  0.11  -1.75
H  -1.07  -1.51  -0.57
H  -1.06  3.33  -0.17
H  -2.67  0.66  -0.41
H  1.03  1.72  1.55
H  2.74  -2.11  0.60
H  -0.13  -1.28  0.99
H  -0.47  2.33  2.23
H  1.37  -3.86  -2.16

Record 3
Formula: C8H16O
Source: OMol25
Level of theory: ωB97M-V/def2-TZVPD

The total energy comes out at -10600.6095 eV. The max |F| is 2.66 eV/Å. Its charge is 0. The energy relative to the best compared isomer or geometry (same formula, charge and spin) is 54.9 kcal/mol. Its molar mass is 128.215 g/mol. The calculation puts the orbital gap at 10.4 eV. The calculation puts the LUMO energy at 0.86 eV.

Cartesian coordinates (Å):
O  -3.39  -1.89  -1.70
C  -1.90  -0.70  0.46
C  0.70  2.69  1.46
C  2.43  -0.46  -0.97
C  -0.72  -0.10  0.32
C  1.37  -1.49  -0.45
C  -0.53  1.29  -0.20
C  -0.44  2.23  0.94
C  0.50  -0.92  0.71
H  -1.30  2.47  1.52
H  2.14  0.07  -1.87
H  -2.64  -1.59  -1.16
H  1.71  2.45  1.20
H  3.35  -1.07  -0.98
H  2.73  0.30  -0.25
H  1.17  -0.60  1.51
H  -2.81  -0.16  0.18
H  -2.00  -1.69  0.89
H  0.11  -1.85  1.16
H  0.47  1.33  -0.63
H  0.74  3.30  2.37
H  1.03  -1.97  -1.37
H  1.96  -2.24  0.06
H  -3.58  -1.03  -2.12
H  -1.09  1.65  -1.06

Record 4
Formula: C8H16O16S4
Source: OMol25
Level of theory: ωB97M-V/def2-TZVPD

The total energy comes out at -84648.8666 eV. The max |F| is 4.84 eV/Å. Its charge is 0. The energy relative to the best compared isomer or geometry (same formula, charge and spin) is 84.5 kcal/mol. Its molar mass is 496.468 g/mol. The calculation puts the orbital gap at 11.5 eV. The calculation puts the LUMO energy at 0.43 eV.

Cartesian coordinates (Å):
S  21.80  -14.75  15.38
S  13.88  -8.81  21.22
S  19.46  -19.14  22.27
S  30.06  -13.97  9.07
O  18.62  -17.99  21.83
O  31.19  -13.09  9.34
O  12.60  -8.63  22.27
O  20.22  -15.06  15.48
O  18.49  -20.40  22.78
O  22.09  -13.74  14.33
O  14.22  -7.13  21.36
O  29.72  -14.93  10.36
O  28.67  -13.09  9.21
O  14.95  -9.72  21.65
O  20.02  -18.97  23.79
O  20.53  -19.60  21.42
O  21.51  -13.96  16.88
O  29.99  -14.74  7.83
O  22.64  -15.97  15.53
O  13.34  -9.08  19.87
C  20.17  -20.27  24.43
C  20.23  -13.24  16.94
C  19.46  -13.93  15.85
C  12.13  -7.25  22.38
C  12.99  -6.45  21.37
C  27.73  -13.79  10.01
C  18.87  -21.01  23.99
C  28.57  -14.64  10.99
H  28.62  -14.30  12.02
H  12.40  -6.98  23.41
H  21.04  -20.64  23.89
H  19.05  -22.03  23.66
H  20.22  -20.23  25.51
H  13.23  -5.50  21.85
H  12.51  -6.35  20.39
H  27.05  -13.02  10.35
H  18.52  -14.21  16.33
H  11.08  -7.20  22.12
H  27.08  -14.34  9.32
H  18.12  -20.96  24.78
H  19.76  -13.40  17.92
H  19.23  -13.22  15.06
H  20.40  -12.22  16.59
H  28.05  -15.60  11.09

Record 5
Formula: C8H16O2
Source: OMol25
Level of theory: ωB97M-V/def2-TZVPD

The total energy comes out at -12645.6153 eV. The max |F| is 6.24 eV/Å. Its charge is 0. The energy relative to the best compared isomer or geometry (same formula, charge and spin) is 133.0 kcal/mol. Its molar mass is 144.214 g/mol. The calculation puts the orbital gap at 8.4 eV. The calculation puts the LUMO energy at 0.02 eV.

Cartesian coordinates (Å):
O  1.94  -3.16  -0.91
O  3.75  0.85  -2.99
C  -2.61  -0.21  0.72
C  1.44  -0.16  2.04
C  1.68  -0.73  3.19
C  -2.04  1.59  -0.80
C  -3.32  1.43  -1.47
C  -0.32  0.69  0.51
C  0.20  -0.35  1.28
C  -1.70  0.53  0.15
H  2.16  0.59  1.45
H  -3.26  0.79  -2.42
H  3.75  0.05  -3.36
H  -2.38  -1.07  1.39
H  -1.94  2.64  -0.38
H  2.21  -2.33  -0.94
H  -4.09  1.06  -0.68
H  -0.73  -0.98  1.77
H  2.96  1.34  -3.15
H  -3.66  -0.36  0.41
H  0.11  1.53  0.09
H  -3.71  2.50  -1.72
H  -1.35  1.58  -1.57
H  2.55  -0.99  3.73
H  1.02  -3.18  -0.85
H  0.96  -1.41  3.62

Record 6
Formula: C8H16O2
Source: OMol25
Level of theory: ωB97M-V/def2-TZVPD

The total energy comes out at -12649.1278 eV. The max |F| is 3.92 eV/Å. Its charge is 0. The energy relative to the best compared isomer or geometry (same formula, charge and spin) is 52.0 kcal/mol. Its molar mass is 144.214 g/mol. The calculation puts the orbital gap at 10.5 eV. The calculation puts the LUMO energy at 0.76 eV.

Cartesian coordinates (Å):
O  -0.22  -1.79  -1.04
O  -0.59  -0.86  1.49
C  -0.50  0.10  0.43
C  1.08  0.71  0.38
C  -0.86  -0.56  -0.87
C  1.95  0.11  1.50
C  1.82  0.54  -0.95
C  -2.51  -0.84  -0.77
C  -3.10  -1.92  -1.30
C  0.93  2.22  0.64
H  1.51  0.26  2.49
H  2.80  1.04  -0.92
H  0.33  2.70  -0.13
H  2.04  -0.51  -1.17
H  0.46  2.41  1.61
H  1.91  2.72  0.65
H  -4.18  -2.03  -1.35
H  -2.51  -2.70  -1.78
H  -1.17  0.94  0.67
H  -0.72  0.08  -1.75
H  2.94  0.59  1.53
H  -0.09  -2.14  -0.13
H  -3.16  -0.06  -0.36
H  1.28  0.99  -1.78
H  2.10  -0.96  1.34
H  -1.55  -1.05  1.57

Copy entry 2 word for word.
Formula: C8H16O
Source: OMol25
Level of theory: ωB97M-V/def2-TZVPD

The total energy comes out at -10597.7376 eV. The max |F| is 6.11 eV/Å. Its charge is 0. The energy relative to the best compared isomer or geometry (same formula, charge and spin) is 121.2 kcal/mol. Its molar mass is 128.215 g/mol. The calculation puts the orbital gap at 7.8 eV. The calculation puts the LUMO energy at 0.79 eV.

Cartesian coordinates (Å):
O  0.78  -3.12  -1.93
C  -0.20  -1.10  -0.08
C  -0.03  1.48  1.69
C  -0.73  1.26  0.37
C  -2.20  0.91  0.54
C  0.51  -0.10  -0.71
C  -0.56  2.44  -0.57
C  1.26  -2.43  -0.86
C  2.40  -2.72  -0.22
H  -0.10  0.61  2.34
H  0.49  2.69  -0.72
H  -2.75  1.77  0.96
H  1.49  0.21  -0.36
H  -2.35  0.09  1.25
H  -1.01  2.24  -1.55
H  2.99  -3.61  -0.45
H  0.28  0.11  -1.75
H  -1.07  -1.51  -0.57
H  -1.06  3.33  -0.17
H  -2.67  0.66  -0.41
H  1.03  1.72  1.55
H  2.74  -2.11  0.60
H  -0.13  -1.28  0.99
H  -0.47  2.33  2.23
H  1.37  -3.86  -2.16

> Look up the molar mass of the third one.

128.215 g/mol

> Among the records above, which one has the lowest energy relative to the best compared isomer or geometry (same formula, charge and spin)?

C8H16NOSi